C15H19AuF2N4 | the ωB97M-V functional and the def2-TZVPD basis

Properties
HOMO energy (eV): -14.971
Net charge: +2
F_max (eV Å⁻¹): 2.350
E (eV): -30934.839
LUMO (Ha): -0.327
Orbital gap (eV): 6.07

XYZ file:
```
41
Properties=species:S:1:pos:R:3:forces:R:3
Au -0.11510 0.08360 -0.10950 0.10 -1.42 0.02
N 0.29890 2.39620 -0.23990 -0.88 -0.90 -0.43
C 1.63450 2.70460 0.28210 0.77 -0.21 0.18
C 2.61880 1.64870 -0.20330 -0.06 0.47 -0.05
N 2.17910 0.28850 0.15100 -0.85 -0.25 -0.60
C 2.54660 -0.17710 1.49180 -0.13 -0.01 0.95
C 1.57270 0.25560 2.59880 0.64 -0.21 0.14
N 0.19610 -0.09560 2.27960 -0.49 0.08 -0.19
H 0.26390 2.59660 -1.23800 -0.10 0.09 0.04
H -0.39620 2.98640 0.20930 -0.12 -0.11 -0.07
H 1.59270 2.72780 1.37110 -0.07 0.07 -0.15
H 1.98740 3.68370 -0.05810 -0.19 -0.05 0.04
H 3.61780 1.85490 0.19670 -0.11 -0.04 -0.05
H 2.67460 1.70010 -1.29430 0.07 -0.02 0.07
H 2.61000 -0.34120 -0.51830 0.01 0.00 -0.02
H 3.54480 0.17820 1.76960 -0.01 -0.09 -0.14
H 2.57620 -1.26740 1.47460 0.03 -0.01 -0.08
H 1.64000 1.32840 2.77150 -0.06 -0.09 0.07
H 1.89940 -0.24360 3.51800 0.05 0.20 -0.05
H -0.47620 0.49600 2.75530 0.06 -0.19 0.19
H -0.01680 -1.06520 2.48720 -0.02 0.06 0.19
F -5.35230 1.34840 0.01620 -0.08 0.04 -0.05
C -4.47680 0.36840 -0.04270 0.81 -0.67 0.06
C -3.11200 0.69120 -0.12980 -0.10 0.45 0.03
C -2.17840 -0.31140 -0.15620 0.36 0.13 0.06
C -2.54400 -1.67060 -0.10620 -0.15 -0.24 0.01
C -3.93500 -1.94720 -0.03480 0.73 0.68 -0.02
F -4.36690 -3.20040 0.00300 0.06 -0.04 0.00
C -4.89130 -0.95260 0.01270 -0.07 0.36 -0.04
C -1.49690 -2.69210 -0.12800 -0.63 -0.85 0.11
C -1.71820 -4.07620 -0.01810 0.22 0.26 -0.01
C -0.64430 -4.94970 -0.02700 0.08 0.19 -0.04
C 0.63830 -4.45360 -0.19240 -0.04 0.53 -0.04
C 0.78890 -3.07650 -0.31330 0.82 -0.79 0.03
N -0.23380 -2.24480 -0.25080 -0.62 2.26 -0.11
H -2.84610 1.73690 -0.16330 0.01 0.11 -0.01
H -5.93780 -1.20760 0.09740 -0.04 -0.02 -0.04
H -2.70710 -4.48640 0.08280 -0.09 0.18 0.02
H -0.80620 -6.01170 0.08660 -0.05 -0.04 -0.03
H 1.49630 -5.10560 -0.23000 0.10 0.04 -0.04
H 1.76820 -2.64690 -0.47400 0.03 0.03 0.04
```
Forces are in eV/Å.